Here is a structure of composition C3H3O4Pr in a non-equilibrium geometry from the OMol25 dataset. Energies are from ωB97M-V/def2-TZVPD.

XYZ file:
```
11
Properties=species:S:1:pos:R:3:nbo_charge:R:1
O 2.47 2.35 2.29 -0.42
H -0.86 0.47 -3.04 0.48
O 1.04 0.54 2.57 -0.64
C 1.76 1.45 2.43 1.07
H -0.53 -2.07 -1.66 0.17
O 0.01 0.26 -2.61 -0.69
H -0.42 0.84 -0.61 0.12
O -0.97 -1.64 0.31 -1.00
Pr -1.50 -0.90 2.54 1.82
C -0.38 -0.01 -1.31 -0.03
C -0.61 -1.27 -0.90 0.13
```

Summary:
- charge = +1
- max |F| (eV/A) = 3.73
- calculated total energy (eV) = -25410.3361
- <S²> = 3.753
- HOMO (alpha / beta) (eV) = -10.676 / -10.699
- orbital gap (alpha / beta) (eV) = 5.46 / 5.44
- energy above the lowest of the compared OMol25 structures with the same formula, charge and spin (kJ/mol) = 76.03
- multiplicity = 4